84
Properties=species:S:1:pos:R:3:mulliken_spin:R:1 method="wB97M-V/def2-TZVPD" energy_ha=-4551.87742 spin_multiplicity=2 lumo_energy_ha="-0.029 / -0.029" orbital_gap_ev="6.62 / 6.62" e_above_lowest_kcal_mol=0.0
Co -0.20 -0.30 0.00 0.93
O 2.86 -1.40 -0.29 0.00
S 2.00 -0.28 0.09 -0.04
C 2.43 0.21 1.76 0.01
C 3.71 0.68 2.05 0.00
C 4.03 0.98 3.36 0.00
C 3.09 0.81 4.37 0.00
C 1.82 0.32 4.07 0.00
C 1.48 0.01 2.76 -0.02
P -0.11 -0.68 2.22 0.06
C -1.33 -0.16 3.46 0.01
C -2.33 -1.04 3.85 0.00
C -3.34 -0.62 4.71 0.00
C -3.33 0.68 5.19 0.00
C -2.33 1.56 4.82 0.00
C -1.33 1.14 3.95 0.00
C 0.04 -2.47 2.45 -0.03
C 0.76 -3.05 3.49 -0.01
C 0.81 -4.43 3.61 0.00
C 0.14 -5.23 2.70 0.00
C -0.58 -4.67 1.66 0.01
C -0.63 -3.28 1.53 0.03
C 2.53 1.17 -0.81 0.02
C 3.79 1.16 -1.39 0.00
C 4.21 2.30 -2.06 0.00
C 3.38 3.42 -2.13 0.00
C 2.12 3.39 -1.57 -0.01
C 1.67 2.26 -0.90 0.00
P -0.03 2.04 -0.27 0.02
C -0.17 3.15 1.16 0.00
C 0.95 3.53 1.90 0.01
C 0.80 4.30 3.05 0.00
C -0.47 4.69 3.46 0.01
C -1.59 4.31 2.73 0.00
C -1.44 3.52 1.60 0.01
C -1.04 2.80 -1.58 0.01
C -1.32 2.00 -2.69 0.01
C -2.10 2.50 -3.72 0.00
C -2.59 3.80 -3.66 0.00
C -2.29 4.60 -2.57 0.00
C -1.52 4.11 -1.53 0.00
H 4.43 0.81 1.26 0.00
H 5.01 1.36 3.60 0.00
H 3.34 1.05 5.39 0.00
H 1.09 0.18 4.86 0.00
H -2.34 -2.06 3.47 0.00
H -4.12 -1.31 4.99 0.00
H -4.12 1.01 5.86 0.00
H -2.32 2.57 5.19 0.00
H -0.55 1.84 3.65 0.00
H 1.29 -2.42 4.20 0.00
H 1.38 -4.87 4.42 0.00
H 0.19 -6.31 2.80 0.00
H -1.10 -5.29 0.95 0.00
H -1.19 -2.84 0.72 -0.03
H 4.39 0.27 -1.35 0.00
H 5.18 2.32 -2.53 0.00
H 3.72 4.30 -2.66 0.00
H 1.46 4.25 -1.67 0.00
H 1.94 3.25 1.57 0.00
H 1.67 4.59 3.61 0.00
H -0.58 5.30 4.35 0.00
H -2.58 4.60 3.05 0.00
H -2.32 3.22 1.05 0.00
H -0.92 1.00 -2.75 0.00
H -2.32 1.87 -4.57 0.00
H -3.20 4.18 -4.46 0.00
H -2.66 5.62 -2.52 0.00
H -1.30 4.74 -0.68 0.00
O -7.02 0.01 -0.64 0.00
C -6.25 -0.50 -1.48 0.00
O -6.45 -1.02 -2.58 0.00
C -4.76 -0.48 -1.04 0.00
C -4.39 0.10 0.17 0.00
C -3.07 0.14 0.54 0.01
N -2.11 -0.38 -0.24 -0.04
C -2.45 -0.93 -1.42 0.00
C -3.76 -1.00 -1.85 0.01
C -1.27 -1.35 -2.27 0.01
O -1.41 -1.91 -3.32 0.01
O -0.11 -1.00 -1.74 0.01
H -5.17 0.52 0.79 0.00
H -2.74 0.59 1.47 0.00
H -4.01 -1.45 -2.80 0.00

***

87
Properties=species:S:1:pos:R:3:lowdin_charge:R:1 method="wB97M-V/def2-TZVPD" energy_ha=-3507.81410 lumo_energy_ha=-0.251 orbital_gap_ev=6.80 charge=+2
Ti 0.27 0.37 0.26 1.00
C -2.24 0.27 3.94 -0.04
C -1.41 0.73 2.92 -0.03
N -0.81 -0.13 2.10 0.03
C -1.01 -1.44 2.29 -0.17
C -1.87 -1.88 3.30 -0.02
N -2.48 -1.02 4.11 0.14
C -0.29 -2.33 1.37 -0.17
C -0.17 -3.70 1.56 0.10
C 0.62 -4.45 0.69 -0.09
C 1.34 -3.75 -0.28 0.09
C 1.20 -2.38 -0.39 -0.20
N 0.33 -1.70 0.36 0.02
C 2.11 -1.54 -1.19 -0.22
C 3.09 -2.06 -2.04 -0.02
N 3.97 -1.29 -2.66 0.15
C 3.93 0.01 -2.38 -0.06
C 2.96 0.54 -1.55 -0.07
N 2.00 -0.21 -1.00 -0.02
C 0.75 -5.90 0.84 -0.18
C 0.90 -6.73 -0.27 0.00
C 1.01 -8.10 -0.08 -0.11
N 1.00 -8.66 1.12 0.09
C 0.87 -7.88 2.19 -0.11
C 0.74 -6.50 2.10 0.00
H -2.74 0.95 4.62 0.13
H -1.23 1.78 2.76 0.13
H -2.08 -2.93 3.46 0.13
H -0.69 -4.18 2.37 0.13
H 2.04 -4.29 -0.91 0.13
H 3.18 -3.12 -2.23 0.13
H 4.68 0.64 -2.84 0.13
H 2.97 1.60 -1.31 0.11
H 0.88 -6.32 -1.27 0.12
H 1.12 -8.77 -0.92 0.12
H 0.86 -8.38 3.15 0.12
H 0.67 -5.91 3.01 0.12
F -4.85 -1.72 -0.19 0.11
C -4.06 -0.65 -0.21 -0.26
C -2.69 -0.84 -0.13 -0.08
C -1.82 0.25 -0.11 -0.31
C -2.38 1.53 -0.22 -0.15
C -3.76 1.68 -0.36 -0.21
F -4.28 2.89 -0.56 0.11
C -4.62 0.61 -0.32 0.10
C -1.43 2.64 -0.36 -0.21
C -1.76 3.99 -0.18 0.04
C -0.81 4.96 -0.44 0.00
C 0.44 4.57 -0.90 -0.01
C 0.71 3.22 -0.99 -0.12
N -0.19 2.26 -0.71 -0.03
H -2.34 -1.87 -0.08 0.12
H -5.69 0.74 -0.41 0.15
H -2.74 4.27 0.16 0.13
H -1.05 6.01 -0.30 0.13
H 1.20 5.29 -1.15 0.12
H 1.68 2.91 -1.33 0.10
Te -0.60 -0.44 -2.50 1.69
C -1.88 1.04 -3.33 -0.44
C -1.37 2.26 -3.72 -0.13
C -2.21 3.22 -4.26 -0.06
C -3.57 2.95 -4.41 -0.05
C -4.07 1.71 -4.05 -0.06
C -3.23 0.75 -3.50 -0.13
C 0.55 -0.54 -4.32 -0.45
C 1.45 0.42 -4.76 -0.14
C 2.03 0.29 -6.02 -0.06
C 1.70 -0.79 -6.83 -0.05
C 0.80 -1.75 -6.38 -0.06
C 0.23 -1.63 -5.12 -0.14
H -0.31 2.47 -3.63 0.09
H -1.81 4.18 -4.57 0.12
H -4.22 3.70 -4.83 0.12
H -5.12 1.49 -4.19 0.12
H -3.62 -0.22 -3.23 0.10
H 1.70 1.28 -4.15 0.09
H 2.72 1.04 -6.37 0.11
H 2.15 -0.88 -7.81 0.12
H 0.54 -2.59 -7.01 0.12
H -0.47 -2.37 -4.77 0.09
C 2.89 1.72 2.85 0.06
C 1.86 1.13 1.95 -0.60
O 1.85 -0.09 1.63 -0.02
O 0.94 1.85 1.44 -0.08
H 3.36 0.94 3.46 0.10
H 2.45 2.49 3.48 0.10
H 3.66 2.19 2.23 0.11

***

86
Properties=species:S:1:pos:R:3:lowdin_charge:R:1 method="wB97M-V/def2-TZVPD" energy_ha=-4700.74013 lumo_energy_ha=-0.099 orbital_gap_ev=7.98 e_above_lowest_kcal_mol=0.0 charge=+1
Lu -0.32 0.95 0.89 1.31
C -1.30 5.26 1.78 -0.03
C 0.08 4.82 2.15 -0.25
N 1.02 5.74 2.27 0.13
C 2.27 5.36 2.58 -0.08
C 2.64 4.06 2.84 -0.15
C 4.07 3.70 3.13 -0.19
O 4.54 2.69 2.23 -0.06
C 1.64 3.07 2.72 -0.08
C 2.01 1.68 3.01 -0.03
N 1.36 0.66 2.57 -0.07
C 1.80 -0.65 2.89 -0.35
C 3.12 -1.06 2.74 -0.01
C 3.44 -2.39 2.96 -0.06
C 2.46 -3.31 3.31 -0.07
C 1.14 -2.90 3.47 -0.13
C 0.82 -1.57 3.25 -0.63
I -1.11 -0.87 3.50 1.14
C 0.36 3.44 2.33 -0.28
O -0.61 2.53 2.13 -0.37
H -1.42 6.31 2.02 0.08
H -2.05 4.67 2.31 0.07
H -1.47 5.13 0.71 0.07
H 3.01 6.15 2.63 0.12
H 4.19 3.28 4.13 0.13
H 4.69 4.59 3.08 0.12
H 4.46 3.03 1.34 0.10
H 2.87 1.51 3.65 0.14
H 3.87 -0.34 2.45 0.12
H 4.47 -2.72 2.85 0.11
H 2.72 -4.35 3.47 0.11
H 0.38 -3.61 3.75 0.10
I -3.01 2.10 0.00 1.16
C -2.90 1.57 -2.02 -0.60
C -2.88 2.65 -2.85 -0.16
C -3.03 2.49 -4.24 -0.06
C -3.31 1.26 -4.73 -0.02
C -3.36 0.12 -3.88 -0.15
C -3.80 -1.11 -4.42 -0.01
C -3.94 -2.20 -3.63 -0.04
C -3.50 -2.13 -2.29 -0.09
C -2.97 -0.99 -1.75 -0.29
P -1.98 -1.25 -0.22 0.98
C -0.65 -2.43 -0.67 -0.34
C -0.82 -3.65 -1.33 -0.08
C 0.27 -4.47 -1.60 -0.06
C 1.55 -4.10 -1.21 -0.06
C 1.74 -2.89 -0.55 -0.06
C 0.65 -2.08 -0.30 -0.12
C -3.11 -2.23 0.81 -0.43
C -2.73 -3.43 1.40 -0.13
C -3.60 -4.11 2.25 -0.07
C -4.85 -3.58 2.52 -0.07
C -5.24 -2.38 1.94 -0.07
C -4.38 -1.71 1.09 -0.10
C -3.04 0.23 -2.50 -0.19
H -2.78 3.65 -2.44 0.09
H -2.99 3.36 -4.89 0.11
H -3.52 1.12 -5.79 0.12
H -4.05 -1.15 -5.47 0.12
H -4.34 -3.13 -4.01 0.12
H -3.56 -3.02 -1.68 0.10
H -1.80 -3.98 -1.63 0.10
H 0.11 -5.41 -2.11 0.11
H 2.39 -4.74 -1.43 0.11
H 2.73 -2.58 -0.24 0.11
H 0.86 -1.15 0.22 0.05
H -1.75 -3.85 1.21 0.10
H -3.29 -5.05 2.70 0.11
H -5.53 -4.11 3.19 0.11
H -6.22 -1.97 2.15 0.11
H -4.70 -0.79 0.63 0.09
Cl 5.68 0.38 -5.00 0.70
C 4.39 0.62 -3.87 -0.65
C 3.10 0.80 -4.35 -0.08
C 2.07 0.98 -3.45 0.01
C 2.35 1.01 -2.08 -0.14
C 3.65 0.85 -1.62 -0.01
C 4.68 0.64 -2.52 -0.09
C 1.23 1.20 -1.14 -0.58
O 0.04 0.86 -1.39 -0.12
O 1.49 1.70 0.02 -0.13
H 2.92 0.78 -5.42 0.11
H 1.05 1.09 -3.79 0.12
H 3.84 0.89 -0.55 0.11
H 5.69 0.50 -2.18 0.11

***

87
Properties=species:S:1:pos:R:3:mulliken_spin:R:1 method="wB97M-V/def2-TZVPD" energy_ha=-4415.80307 spin_multiplicity=2 lumo_energy_ha="-0.001 / -0.004" orbital_gap_ev="7.61 / 7.57" e_above_lowest_kcal_mol=8.2
Ti 16.28 -14.73 -6.05 1.03
F 17.75 -20.03 -6.06 0.00
C 18.85 -19.28 -5.76 0.00
F 19.79 -20.14 -5.19 0.00
F 19.39 -18.94 -6.97 0.00
C 18.59 -18.09 -4.95 0.00
C 19.16 -17.94 -3.66 0.00
C 18.96 -16.77 -2.89 0.00
C 18.17 -15.80 -3.42 0.01
N 17.67 -15.93 -4.68 -0.01
C 17.86 -16.99 -5.46 0.00
S 17.05 -16.96 -6.98 -0.01
H 19.85 -18.71 -3.31 0.00
H 19.31 -16.75 -1.85 0.00
H 17.93 -15.00 -2.83 0.00
Te 13.96 -11.54 -6.13 0.01
C 11.91 -11.36 -6.46 0.00
C 11.46 -10.78 -7.66 0.00
C 10.14 -11.01 -8.06 0.00
N 9.27 -11.61 -7.25 0.00
C 9.66 -12.03 -6.04 0.00
C 10.94 -11.97 -5.63 0.00
C 14.22 -13.65 -6.07 0.01
P 14.36 -14.53 -7.65 0.00
C 14.43 -13.32 -9.03 -0.02
C 13.29 -12.87 -9.79 0.00
C 13.48 -11.97 -10.83 0.00
C 14.73 -11.55 -11.29 0.00
C 15.86 -12.06 -10.63 0.00
C 15.67 -12.94 -9.51 0.01
C 13.02 -15.70 -8.04 0.01
C 13.42 -16.93 -8.58 -0.01
C 12.40 -17.87 -8.90 0.00
C 11.07 -17.68 -8.47 0.00
C 10.76 -16.48 -7.86 0.00
C 11.69 -15.46 -7.82 0.00
P 14.17 -14.89 -4.75 -0.03
C 13.93 -14.11 -3.04 0.00
C 14.71 -12.90 -2.78 0.00
C 14.65 -12.36 -1.54 0.00
C 14.03 -13.02 -0.53 0.00
C 13.39 -14.24 -0.71 0.00
C 13.25 -14.76 -2.00 0.00
C 12.76 -16.10 -4.82 -0.01
C 12.96 -17.36 -5.28 0.00
C 11.85 -18.19 -5.26 0.00
C 10.68 -17.86 -4.65 0.00
C 10.51 -16.53 -4.24 0.00
C 11.53 -15.72 -4.33 0.01
H 12.17 -10.30 -8.33 0.00
H 9.77 -10.70 -9.02 0.00
H 8.92 -12.49 -5.42 0.00
H 11.37 -12.40 -4.73 0.00
H 12.29 -13.20 -9.59 0.00
H 12.52 -11.79 -11.34 0.00
H 14.81 -11.04 -12.25 0.00
H 16.82 -11.82 -11.07 0.00
H 16.51 -13.41 -9.01 0.01
H 14.45 -17.06 -8.78 0.00
H 12.66 -18.86 -9.33 0.00
H 10.24 -18.42 -8.60 0.00
H 9.74 -16.26 -7.52 0.00
H 11.36 -14.54 -7.23 0.00
H 15.34 -12.33 -3.53 0.00
H 15.33 -11.56 -1.26 0.00
H 14.13 -12.65 0.42 0.00
H 13.06 -14.78 0.20 0.00
H 13.01 -15.80 -2.14 0.00
H 13.92 -17.81 -5.57 0.00
H 11.89 -19.17 -5.74 0.00
H 9.82 -18.57 -4.63 0.00
H 9.55 -16.22 -3.80 0.00
H 11.43 -14.69 -4.02 0.00
O 17.54 -13.32 -6.94 -0.01
C 17.55 -12.65 -5.88 0.01
O 17.00 -13.06 -4.80 0.00
C 18.16 -11.34 -5.88 0.00
C 18.54 -10.68 -7.05 0.00
C 19.07 -9.38 -7.05 0.00
C 19.17 -8.69 -5.81 0.00
C 18.86 -9.40 -4.68 0.00
C 18.40 -10.73 -4.69 0.00
H 18.30 -11.23 -7.94 0.00
H 19.38 -8.82 -7.92 0.00
H 19.45 -7.55 -5.66 0.00
H 18.93 -8.81 -3.78 0.00
H 18.18 -11.21 -3.73 0.00

***

The records above give, respectively, strongest force on any atom values of 0.0019, 0.0283, 0.0208, 0.0733 Eh/bohr.